Formula: C12H11F2NRu
Source: OMol25
Level of theory: the ωB97M-V functional and the def2-TZVPD basis

Each line ends with the Mulliken spin population.
Positions of all 27 atoms, in Å:
Ru1 -0.099 -0.170 -0.624  2.56
C1 0.835 0.749 -2.147  0.32
H1 1.925 0.839 -2.061  0.01
H2 0.569 0.012 -2.936  0.06
H3 0.339 1.704 -2.393  0.02
H4 -1.471 -1.160 -0.334  0.07
H5 -1.393 -1.185 -1.125  0.03
F1 -0.076 -4.968 1.956  0.05
C2 0.249 -3.628 1.989  0.21
C3 -0.001 -2.859 0.847  0.18
C4 0.300 -1.498 0.920  -0.01
C5 0.829 -0.899 2.064  -0.05
C6 1.077 -1.761 3.167  0.13
F2 1.638 -1.249 4.319  0.02
C7 0.794 -3.113 3.163  0.02
C8 1.058 0.534 2.014  0.11
C9 1.527 1.357 3.039  0.11
C10 1.720 2.706 2.821  -0.02
C11 1.443 3.234 1.561  0.12
C12 0.940 2.391 0.568  0.06
N1 0.740 1.080 0.806  -0.01
H6 -0.432 -3.260 -0.065  0.00
H7 0.985 -3.739 4.031  0.00
H8 1.725 0.884 3.996  0.01
H9 2.087 3.347 3.623  0.00
H10 1.598 4.279 1.318  0.00
H11 0.696 2.717 -0.439  0.01

Values from the calculation:
* electronic energy: -812.39583 Ha
* net charge: +2
* HOMO-LUMO gap (spin up / spin down): 7.63 / 5.93 eV
* expectation value of S²: 6.047
* LUMO level (spin up / spin down): -8.55 / -11.78 eV
* multiplicity: 5